No. 1
C9H12N2O | ωB97M-V with the def2-TZVPD basis set

Last column: Löwdin charge in e.
Atoms and positions in Å:
C 1.181 -1.505 1.689  0.138
C 0.804 -1.100 0.463  -0.249
C -1.759 -0.555 2.400  -0.039
C -2.453 -2.280 1.167  -0.091
C -3.509 -1.745 1.787  -0.110
C -0.067 1.166 0.383  -0.058
C -0.891 -0.534 -1.180  -0.054
C 1.358 0.592 -1.509  -0.043
C 0.353 -0.065 -0.535  -0.508
N -0.088 -2.026 0.902  0.112
N -1.305 -1.603 1.554  -0.071
O -3.065 -0.675 2.505  -0.019
H 1.806 -1.597 2.532  0.076
H -2.508 -3.083 0.508  0.106
H -4.610 -1.884 1.595  0.143
H 0.772 1.693 0.871  0.088
H -0.475 1.977 -0.244  0.087
H -0.800 0.909 1.148  0.021
H -1.799 -0.398 -0.503  0.104
H -1.134 0.001 -2.090  0.095
H -0.818 -1.571 -1.285  0.064
H 1.908 -0.028 -2.202  0.078
H 0.736 1.197 -2.092  0.054
H 2.110 1.220 -1.081  0.073

As for the energy: -534.5082 hartree. Its charge is 0. The spin multiplicity is 3. The value obtained for the strongest force on any atom is 7.78 eV Å⁻¹. The HOMO energy (spin up / spin down) is -5.91 / -9.02 eV. The energy relative to the best compared isomer or geometry (same formula, charge and spin) comes out at 93.7 kcal per mole.



No. 2
C6H17N3 | ωB97M-V with the def2-TZVPD basis set

Last column: Löwdin charge in e.
Atoms and positions in Å:
C -2.311 -0.477 0.743  -0.010
C -2.062 0.676 0.087  -0.535
N -2.192 0.803 -1.308  0.071
N -2.181 1.912 0.737  0.078
H -2.382 -0.497 1.815  0.048
H -2.406 -1.406 0.209  0.047
H -2.747 1.594 -1.603  0.089
H -2.493 -0.049 -1.760  0.088
H -1.683 2.655 0.267  0.081
H -1.957 1.862 1.719  0.085
C 1.862 -2.365 0.232  -0.102
C 1.136 -1.116 0.712  -0.238
N 1.494 0.078 -0.115  -0.284
C 1.143 0.040 -1.510  -0.104
C 1.518 1.361 0.526  -0.113
H 1.509 -2.678 -0.748  0.058
H 1.681 -3.179 0.931  0.067
H 2.932 -2.178 0.162  0.074
H 1.407 -0.913 1.750  0.110
H 0.050 -1.290 0.662  0.075
H 1.561 -0.848 -1.979  0.068
H 0.055 -0.030 -1.640  0.052
H 1.508 0.931 -2.020  0.083
H 0.522 1.660 0.885  0.054
H 1.867 2.137 -0.156  0.079
H 2.167 1.317 1.401  0.078

As for the energy: -403.0239 hartree. Its SMILES is C=C(N)N.CCN(C)C. Its charge is 0. The value obtained for the strongest force on any atom is 3.00 eV Å⁻¹. The HOMO energy is -7.48 eV. The energy relative to the best compared isomer or geometry (same formula, charge and spin) comes out at 31.5 kcal per mole.



No. 3
C38H40MgN10O6 | ωB97M-V with the def2-TZVPD basis set

Last column: Löwdin charge in e.
Atoms and positions in Å:
Mg -1.521 -1.278 2.956  0.874
N -0.310 -0.293 0.181  -0.598
O -0.157 -1.135 -0.724  -0.039
O 0.008 0.801 -0.002  0.077
O -0.732 -0.558 1.293  -0.095
N -4.588 -1.194 1.610  -0.644
O -5.041 -0.109 1.792  0.026
O -3.419 -1.257 2.010  -0.149
O -5.260 -2.082 1.131  0.036
N -2.239 0.138 -2.199  0.044
C -2.228 0.907 -3.360  -0.138
C -3.470 1.550 -3.541  -0.122
C -4.257 1.029 -2.558  -0.131
C -3.493 0.201 -1.721  -0.131
H -1.470 -0.442 -1.897  0.092
H -1.349 0.987 -3.983  0.096
H -3.710 2.202 -4.368  0.096
H -5.273 1.387 -2.484  0.098
H -3.829 -0.401 -0.891  0.103
N 4.081 -2.203 0.385  0.013
C 2.831 -2.545 -0.059  -0.136
C 2.402 -3.738 0.525  -0.098
C 3.476 -4.153 1.382  -0.100
C 4.453 -3.104 1.343  -0.139
H 4.597 -1.413 0.026  0.151
H 2.423 -1.846 -0.775  0.093
H 1.505 -4.294 0.299  0.081
H 3.494 -5.083 1.931  0.087
H 5.406 -2.938 1.822  0.100
N 0.312 -1.329 3.893  0.004
C 0.728 -0.407 4.885  -0.056
C 1.912 -0.512 5.685  -0.047
C 2.878 -1.461 5.442  -0.056
C 2.615 -2.316 4.381  -0.041
C 1.400 -2.228 3.659  -0.061
H 0.066 0.441 4.978  0.109
H 2.175 0.143 6.503  0.109
H 3.700 -1.638 6.121  0.119
H 3.435 -2.978 4.146  0.100
H 1.360 -2.992 2.896  0.077
N 3.843 5.254 2.079  0.046
C 4.352 4.144 1.539  -0.172
C 3.634 2.963 1.358  -0.093
C 2.284 2.944 1.682  -0.065
C 1.684 4.159 2.161  -0.049
C 2.506 5.281 2.374  -0.129
H 5.375 4.078 1.199  0.096
H 3.968 2.065 0.860  0.091
H 1.629 2.104 1.507  0.078
H 0.636 4.206 2.419  0.093
H 2.208 6.157 2.930  0.096
N -0.615 -4.098 -3.581  0.054
C 0.350 -3.462 -2.855  -0.162
C 1.507 -3.101 -3.465  -0.070
C 1.639 -3.172 -4.897  -0.059
C 0.667 -3.796 -5.656  -0.085
C -0.440 -4.271 -4.948  -0.125
H 0.089 -3.221 -1.835  0.070
H 2.229 -2.511 -2.920  0.078
H 2.561 -2.825 -5.339  0.097
H 0.604 -3.849 -6.733  0.099
H -1.269 -4.702 -5.490  0.094
N -1.248 -3.293 2.357  0.008
C -0.818 -4.442 3.046  -0.119
C -0.631 -5.700 2.491  -0.048
C -0.942 -5.837 1.131  -0.069
C -1.490 -4.808 0.423  -0.046
C -1.658 -3.539 1.014  -0.031
H -0.564 -4.303 4.087  0.104
H -0.374 -6.549 3.107  0.108
H -0.893 -6.802 0.649  0.115
H -1.678 -5.010 -0.621  0.112
H -1.803 -2.728 0.315  0.099
N -4.632 2.998 1.370  0.074
C -3.414 2.604 0.814  -0.134
C -2.734 3.250 -0.236  -0.070
C -3.298 4.404 -0.814  -0.097
C -4.405 4.868 -0.245  -0.110
C -5.055 4.210 0.831  -0.116
H -2.866 1.751 1.185  0.077
H -1.783 2.914 -0.621  0.081
H -2.786 4.817 -1.671  0.101
H -4.965 5.710 -0.622  0.096
H -6.003 4.499 1.261  0.090
N -0.274 5.069 -4.029  0.053
C 0.708 5.955 -3.992  -0.152
C 1.928 5.715 -3.295  -0.085
C 2.065 4.618 -2.472  -0.068
C 1.008 3.641 -2.566  -0.045
C -0.174 4.001 -3.211  -0.152
H 0.723 6.741 -4.733  0.096
H 2.711 6.457 -3.255  0.091
H 2.862 4.494 -1.754  0.092
H 1.146 2.751 -1.970  0.085
H -1.015 3.337 -3.075  0.070

As for the energy: -2670.7839 hartree. Its charge is 0. The value obtained for the strongest force on any atom is 6.55 eV Å⁻¹. The HOMO energy is -6.96 eV. The energy relative to the best compared isomer or geometry (same formula, charge and spin) comes out at 31.5 kcal per mole.



No. 4
C7H8N2 | ωB97M-V with the def2-TZVPD basis set

Last column: Löwdin charge in e.
Atoms and positions in Å:
C 0.991 -1.184 -0.334  -0.172
C 0.676 -0.667 0.980  -0.372
C -0.702 -0.547 1.191  -0.094
C -1.431 -0.447 -0.235  -0.089
N -2.044 0.736 -0.365  0.064
N -1.162 1.515 -1.188  0.046
C 0.183 0.944 -0.607  -0.128
C 0.233 0.635 1.006  -0.108
C -0.028 -0.508 -1.084  -0.203
H 0.924 -2.294 -0.321  0.130
H 2.163 -1.177 -0.504  0.166
H 1.374 -1.017 1.803  0.180
H -1.109 -0.619 2.267  0.169
H -1.297 2.419 -1.103  0.032
H 1.002 1.457 -0.951  0.108
H 0.407 1.429 1.625  0.115
H -0.180 -0.675 -2.177  0.156

As for the energy: -380.8008 hartree. Its SMILES is C1[C@@H]2[C@@H]3C4=NN[C@@H]([C@H]23)[C@@H]14. Its charge is 0. The value obtained for the strongest force on any atom is 8.56 eV Å⁻¹. The HOMO energy is -7.96 eV. The energy relative to the best compared isomer or geometry (same formula, charge and spin) comes out at 139.8 kcal per mole.



No. 5
C11H12N | ωB97M-V with the def2-TZVPD basis set

Last column: Löwdin charge in e.
Atoms and positions in Å:
C -2.957 0.293 1.992  -0.025
C -2.326 0.706 0.857  -0.028
C -2.642 -0.693 2.734  -0.028
C -1.122 -1.228 2.397  -0.021
C -1.359 0.354 0.163  0.058
C -0.423 -0.939 1.414  0.047
C 0.473 -0.353 -2.196  -0.158
C 0.242 -1.212 -1.016  -0.164
C 1.575 0.767 -1.905  -0.045
C 1.123 0.695 0.491  -0.066
C 0.003 -0.318 0.142  -0.429
N 1.277 1.618 -0.624  0.051
H -3.179 -0.975 3.690  0.128
H -1.013 -1.923 3.192  0.094
H 1.021 -0.940 -3.020  0.156
H -0.461 0.128 -2.573  0.135
H -0.817 -1.812 -1.210  0.207
H 1.050 -1.960 -0.812  0.151
H 2.442 0.307 -1.548  0.107
H 1.697 1.333 -2.791  0.119
H 0.830 1.444 1.218  0.154
H 2.022 0.139 0.732  0.156
H 2.075 2.314 -0.598  0.212
H 0.468 2.254 -0.732  0.189

As for the energy: -480.4884 hartree. Its charge is +1. The spin multiplicity is 3. The value obtained for the strongest force on any atom is 7.82 eV Å⁻¹. The HOMO energy (spin up / spin down) is -9.77 / -12.42 eV. The energy relative to the best compared isomer or geometry (same formula, charge and spin) comes out at 88.3 kcal per mole.



No. 6
C5H11NO | ωB97M-V with the def2-TZVPD basis set

Last column: Löwdin charge in e.
Atoms and positions in Å:
C 0.026 0.973 -1.913  -0.089
C 0.648 1.123 -0.515  -0.253
C -0.388 0.938 0.596  -0.146
C -1.274 -0.276 0.521  -0.524
O -2.481 -0.232 0.433  0.061
N -0.607 -1.470 0.611  0.017
C 0.711 -1.709 1.152  -0.093
H 0.779 1.163 -2.678  0.068
H -0.364 -0.037 -2.032  0.073
H -0.714 1.763 -2.008  0.079
H 0.999 2.148 -0.391  0.103
H 1.548 0.521 -0.337  0.092
H 0.090 1.030 1.579  0.115
H -1.035 1.817 0.660  0.120
H -1.126 -2.299 0.370  0.135
H 0.925 -1.099 2.026  0.085
H 0.759 -2.739 1.512  0.085
H 1.503 -1.614 0.415  0.071

As for the energy: -327.1124 hartree. Its SMILES is CCCC(=O)NC. Its charge is 0. The value obtained for the strongest force on any atom is 1.27 eV Å⁻¹. The HOMO energy is -9.49 eV. The energy relative to the best compared isomer or geometry (same formula, charge and spin) comes out at 11.9 kcal per mole.



Q: Which formula does entry 1 have?
A: C9H12N2O



Copy entry 6 word for word.
C5H11NO | ωB97M-V with the def2-TZVPD basis set

Last column: Löwdin charge in e.
Atoms and positions in Å:
C 0.026 0.973 -1.913  -0.089
C 0.648 1.123 -0.515  -0.253
C -0.388 0.938 0.596  -0.146
C -1.274 -0.276 0.521  -0.524
O -2.481 -0.232 0.433  0.061
N -0.607 -1.470 0.611  0.017
C 0.711 -1.709 1.152  -0.093
H 0.779 1.163 -2.678  0.068
H -0.364 -0.037 -2.032  0.073
H -0.714 1.763 -2.008  0.079
H 0.999 2.148 -0.391  0.103
H 1.548 0.521 -0.337  0.092
H 0.090 1.030 1.579  0.115
H -1.035 1.817 0.660  0.120
H -1.126 -2.299 0.370  0.135
H 0.925 -1.099 2.026  0.085
H 0.759 -2.739 1.512  0.085
H 1.503 -1.614 0.415  0.071

As for the energy: -327.1124 hartree. Its SMILES is CCCC(=O)NC. Its charge is 0. The value obtained for the strongest force on any atom is 1.27 eV Å⁻¹. The HOMO energy is -9.49 eV. The energy relative to the best compared isomer or geometry (same formula, charge and spin) comes out at 11.9 kcal per mole.



Q: Which value of energy relative to the best compared isomer or geometry (same formula, charge and spin) does entry 1 give?
A: 93.7 kcal per mole